C68H175N13O21 | wB97M-V/def2-TZVPD

The value obtained for the energy relative to the best compared isomer or geometry (same formula, charge and spin) is 0.000 eV. As for the energy: -135707.9918 eV. The highest occupied orbital energy comes out at -8.44 eV. As for the orbital gap: 9.0 eV.

Each line ends with the Mulliken charge.
CARTESIAN COORDINATES (ANGSTROEM)
C -7.3016 9.9121 -3.9401  -0.667
O -7.9306 8.7295 -3.5011  -0.334
C -7.7934 8.5063 -2.1117  -0.628
C -6.4316 7.9078 -1.7357  -0.348
N -6.2946 6.5988 -2.3702  -0.196
C -5.2937 5.7568 -1.7535  -0.371
C -5.1251 4.4141 -2.4508  -0.882
O -4.0280 3.7674 -1.8621  0.092
C -3.6367 2.5980 -2.5408  -0.591
H -7.7113 10.8210 -3.4817  0.281
H -7.5122 10.0092 -5.0037  0.256
H -6.2281 9.8861 -3.7418  0.275
H -8.6191 7.8491 -1.8393  0.340
H -7.8764 9.4608 -1.5779  0.380
H -6.2792 7.7740 -0.6589  0.340
H -5.6553 8.5390 -2.1753  0.135
H -7.1586 6.1201 -2.5711  0.244
H -5.5767 5.5137 -0.7149  0.170
H -4.3317 6.2668 -1.6801  0.228
H -4.9681 4.5961 -3.5227  0.487
H -6.0443 3.8159 -2.3814  0.313
H -2.7573 2.1851 -2.0460  -0.347
H -3.5008 2.7240 -3.6170  0.476
H -4.3764 1.7985 -2.3933  0.438
C -3.0481 4.3869 1.6645  -0.923
O -3.9924 3.5096 2.2392  -0.180
C -5.0415 2.9922 1.4535  0.373
C -6.2241 2.5761 2.2921  -0.997
N -6.9477 3.7068 2.8299  -0.324
C -8.1360 3.3821 3.6257  -0.704
C -8.4088 4.5196 4.5955  -0.679
O -7.2170 4.8223 5.2933  -0.271
C -7.3691 5.9762 6.0854  -0.813
H -2.5957 3.9582 0.7638  0.244
H -2.2904 4.6436 2.4003  0.320
H -3.6204 5.2746 1.3703  0.422
H -4.6698 2.1825 0.8153  0.250
H -5.3787 3.7640 0.7517  -0.428
H -5.9995 1.8265 3.0643  0.407
H -6.9140 2.0904 1.5916  0.509
H -6.3774 4.2625 3.4592  0.357
H -7.9963 2.4221 4.1402  0.340
H -8.9864 3.2705 2.9473  0.320
H -9.2224 4.2595 5.2833  0.458
H -8.8050 5.3986 4.0742  0.386
H -8.1179 5.7948 6.8618  0.308
H -7.5478 6.8739 5.4874  0.326
H -6.4508 6.1958 6.6343  0.240
C 5.0305 -3.3207 0.3511  -0.107
O 6.3253 -3.8142 0.5866  -0.212
C 6.4617 -5.1318 0.0837  -0.240
C 7.9472 -5.5270 -0.0226  -1.105
N 8.5433 -5.9088 1.2452  -0.356
C 8.5376 -4.9757 2.3428  -0.419
C 9.3904 -3.7361 2.0796  -0.363
O 10.1744 -3.4771 3.2427  -0.367
C 10.9805 -2.3463 3.0592  -0.734
H 4.2816 -4.0091 0.7592  -0.080
H 4.8387 -3.1735 -0.7178  0.295
H 4.8618 -2.3489 0.8166  0.016
H 5.9878 -5.2181 -0.9026  0.568
H 5.9067 -5.8516 0.6984  0.041
H 8.4273 -4.5739 -0.2707  0.259
H 8.0917 -6.2653 -0.8051  0.484
H 8.2714 -6.8491 1.4895  0.252
H 8.9418 -5.5099 3.2064  0.506
H 7.5373 -4.7096 2.7108  0.143
H 8.7801 -2.8539 1.8605  0.240
H 10.0540 -3.8675 1.2179  0.287
H 11.1666 -1.8531 4.0180  0.290
H 10.4430 -1.5372 2.5439  0.284
H 11.9285 -2.5416 2.5535  0.278
C -6.8013 -2.7916 -7.2518  -0.793
O -6.4822 -3.1333 -5.9237  -0.272
C -6.2655 -4.5187 -5.7932  -0.774
C -5.7389 -4.9113 -4.4283  -0.529
N -4.5154 -4.1882 -4.1108  -0.241
C -4.3377 -4.1342 -2.6422  -0.014
C -3.1032 -3.2885 -2.3135  -0.493
O -3.4250 -1.9529 -2.6039  -0.383
C -2.5659 -0.9521 -2.1195  -0.139
H -7.0428 -1.7312 -7.2341  0.205
H -7.6863 -3.3608 -7.5664  0.381
H -6.0608 -3.0021 -8.0310  0.315
H -5.5337 -4.8695 -6.5347  0.356
H -7.1683 -5.0977 -6.0264  0.479
H -5.6119 -5.9923 -4.3611  0.312
H -6.5232 -4.6667 -3.6945  0.372
H -4.6156 -3.1917 -4.2940  0.138
H -4.1184 -5.1083 -2.2046  -0.243
H -5.1459 -3.6162 -2.1151  0.326
H -2.2675 -3.6059 -2.9532  0.289
H -2.7258 -3.5528 -1.3186  0.227
H -2.6066 -0.8856 -1.0289  0.523
H -2.8701 0.0017 -2.5501  -0.273
H -1.5750 -1.1225 -2.5540  0.351
C 7.7048 1.7006 11.6188  -0.729
O 6.4606 2.1427 11.1740  -0.287
C 6.2364 2.0839 9.8000  -0.448
C 4.7480 2.2494 9.5223  -0.680
N 4.4824 2.2100 8.0818  -0.308
C 3.0780 2.5190 7.7708  -0.975
C 2.7825 2.1782 6.3186  -0.018
O 2.7886 0.7563 6.2250  -0.481
C 2.4189 0.3680 4.9254  -0.034
H 7.7956 1.8790 12.6907  0.255
H 8.5358 2.2683 11.1826  0.297
H 7.8641 0.6292 11.4601  0.298
H 6.4072 1.0413 9.4701  0.268
H 6.8609 2.7918 9.2475  0.351
H 4.5089 3.2457 9.9084  0.323
H 4.1537 1.4687 10.0067  0.317
H 4.6682 1.2542 7.7946  0.258
H 2.8758 3.5736 7.9565  0.397
H 2.4521 1.9039 8.4267  0.367
H 3.4344 2.6471 5.5805  0.170
H 1.7415 2.5008 6.1810  0.311
H 1.3597 0.5619 4.7154  0.071
H 2.4452 -0.7205 4.7978  0.336
H 3.1194 0.7333 4.1687  -0.039
C 1.4621 -2.6563 0.9375  -0.951
O 0.7783 -1.4796 0.6204  0.261
C 0.9939 -0.4346 1.5459  -0.892
C 0.3808 0.8623 1.0376  -0.702
N 0.9734 1.0830 -0.2849  1.056
C 0.4450 2.2459 -0.9892  1.194
C 0.6604 2.0233 -2.4699  -0.523
O 0.1129 0.7712 -2.8533  0.107
C 0.1769 0.5595 -4.2415  -1.025
H 1.0999 -3.0481 1.9046  0.455
H 2.5458 -2.6547 1.0985  -0.128
H 1.1282 -3.3344 0.1500  0.270
H 2.0607 -0.2907 1.7542  0.279
H 0.5466 -0.7347 2.5050  0.564
H 0.7367 1.6653 1.6857  -0.529
H -0.7120 0.8489 0.9759  0.745
H 0.8378 0.2307 -0.8158  0.089
H 0.9931 3.1367 -0.6638  -0.635
H -0.5992 2.4711 -0.7263  -0.787
H 1.7351 1.9972 -2.6828  -0.241
H 0.1636 2.8154 -3.0414  0.541
H 1.1454 0.8622 -4.6542  0.121
H -0.6268 1.0996 -4.7489  0.347
H 0.0757 -0.4858 -4.5330  0.206
C 0.9687 4.9114 1.6595  -0.993
O 2.2073 4.6920 1.0191  -0.139
C 3.2745 4.4141 1.9114  0.019
C 4.5608 4.1693 1.1506  -1.245
N 4.5044 3.0919 0.1576  -0.147
C 4.3474 1.7564 0.7331  2.720
C 5.4508 1.3257 1.6724  -1.599
O 5.1193 1.6721 2.9918  -0.044
C 6.1644 1.4994 3.9275  -0.850
H 0.2919 5.2775 0.8896  0.237
H 0.9848 5.6473 2.4703  0.592
H 0.5967 3.9862 2.1145  0.287
H 3.0155 3.4531 2.3772  -0.066
H 3.4964 5.1616 2.6792  0.474
H 5.2963 4.0436 1.9460  0.408
H 4.8211 5.0934 0.6246  0.449
H 3.6532 3.2592 -0.3720  -0.062
H 4.3635 1.1009 -0.1426  -1.263
H 3.3509 1.5687 1.1509  -0.556
H 6.4026 1.7570 1.3165  0.519
H 5.7678 0.2780 1.5545  0.465
H 6.7937 0.6508 3.6469  0.401
H 5.7630 1.3733 4.9322  0.050
H 6.7880 2.4006 3.9562  0.309
C -1.0286 -10.0360 -4.4846  -0.680
O -0.9717 -10.5477 -3.1700  -0.354
C -2.2237 -10.9460 -2.6180  -0.648
C -3.2642 -9.8477 -2.4233  -0.486
N -2.8592 -8.9624 -1.3380  -0.368
C -3.8800 -7.9339 -1.0873  -0.268
C -3.4023 -6.9841 -0.0113  -0.789
O -2.2471 -6.3119 -0.4480  -0.335
C -1.6288 -5.5419 0.5568  -0.850
H 0.0130 -10.0860 -4.8201  0.266
H -1.4020 -9.0132 -4.5048  0.233
H -1.4770 -10.6726 -5.2579  0.309
H -1.9239 -11.3615 -1.6564  0.307
H -2.6358 -11.7341 -3.2584  0.419
H -4.2327 -10.3137 -2.2451  0.377
H -3.3193 -9.2349 -3.3367  0.280
H -1.9557 -8.5596 -1.5514  0.267
H -4.7627 -8.4725 -0.7473  0.309
H -4.0364 -7.3831 -2.0229  -0.002
H -3.2183 -7.5373 0.9199  0.631
H -4.1729 -6.2621 0.2947  0.395
H -2.2842 -4.7182 0.8658  0.191
H -0.7181 -5.0794 0.1795  0.187
H -1.3737 -6.1831 1.4061  0.568
C 3.2327 7.1356 -5.7307  -1.395
C 3.7182 5.6834 -5.6668  0.564
C 3.1999 4.9729 -4.4349  0.024
O 3.7682 5.5731 -3.2889  -0.388
C 2.9073 5.4985 -2.1751  -0.360
N 3.3119 5.0414 -6.9193  -0.759
H 3.5502 7.5820 -6.6762  0.429
H 3.7160 7.8097 -5.0205  0.282
H 2.1538 7.1320 -5.5806  0.309
H 4.8126 5.7010 -5.5613  0.253
H 3.5006 3.9199 -4.4665  -0.445
H 2.1052 5.0271 -4.4702  0.344
H 3.3262 5.8189 -1.2244  0.203
H 2.4873 4.4907 -2.0853  -0.059
H 2.0660 6.1872 -2.3403  0.414
H 3.6034 4.0669 -6.9329  0.234
H 3.8551 5.4923 -7.6470  0.278
C 4.4187 -0.1732 -5.3636  -1.751
C 4.3678 0.8191 -4.2280  2.141
C 5.0305 0.2944 -2.9433  -0.395
O 4.5936 -1.0147 -2.6101  -0.444
C 3.2480 -1.0690 -2.1667  -0.311
N 5.0268 2.0811 -4.6357  -0.641
H 5.4637 -0.2831 -5.6706  0.413
H 3.8976 0.2462 -6.2286  0.461
H 3.9332 -1.1267 -5.1743  0.294
H 3.3103 1.0540 -4.0677  -1.204
H 4.9196 0.9897 -2.1040  0.075
H 6.1041 0.2166 -3.1393  0.339
H 3.1955 -0.6406 -1.1605  0.068
H 3.0556 -2.1279 -1.9756  0.395
H 2.4839 -0.6974 -2.8493  0.031
H 5.0511 2.7788 -3.8992  0.199
H 5.9968 1.7923 -4.7629  0.334
C -3.6097 1.6118 5.0970  -1.591
C -2.3372 1.1286 4.4308  0.399
C -2.7048 0.1980 3.2544  0.400
O -3.3637 -0.9787 3.7282  -0.538
C -4.1376 -1.5563 2.7172  -0.572
N -1.5690 2.2612 3.8716  -0.056
H -4.2631 0.7408 5.2310  0.370
H -4.2416 2.3246 4.5633  0.251
H -3.4430 2.0754 6.0726  0.399
H -1.7521 0.5452 5.1443  0.312
H -1.7684 -0.1500 2.8135  -0.142
H -3.4391 0.7422 2.6524  0.114
H -3.6107 -1.9495 1.8328  0.171
H -4.8289 -0.8205 2.2886  0.197
H -4.6708 -2.4369 3.0742  0.353
H -2.1270 2.5236 3.0624  -0.399
H -1.5660 3.1049 4.4320  0.317
C -3.0473 -1.2495 -6.0010  -0.647
C -2.3508 -0.5847 -7.1984  0.658
C -2.4544 0.9404 -7.2181  -0.796
O -3.7615 1.3590 -6.8870  -0.271
C -4.7023 1.2941 -7.9338  -0.674
N -0.9660 -1.0811 -7.2639  -0.706
H -4.1286 -1.2521 -6.1754  0.069
H -2.8610 -0.7325 -5.0583  -0.193
H -2.7826 -2.2994 -5.8775  0.580
H -2.8054 -0.9684 -8.1153  0.383
H -2.1074 1.3152 -8.1856  0.494
H -1.8273 1.4135 -6.4610  -0.027
H -4.2895 1.6245 -8.8937  0.332
H -5.5013 2.0160 -7.7615  0.267
H -5.1115 0.2844 -8.0089  0.158
H -0.9202 -2.0561 -7.5247  0.288
H -0.4925 -1.0345 -6.3722  0.222
C 2.6528 -6.3033 2.2490  -0.499
C 2.5368 -5.9504 3.7396  0.567
C 1.1124 -5.9984 4.2689  -1.034
O 0.3133 -5.0294 3.6280  0.079
C -0.9700 -4.9102 4.1978  -0.884
N 3.3086 -6.9661 4.4928  -0.748
H 3.6819 -6.2412 1.9018  -0.129
H 2.0403 -5.6458 1.6216  -0.010
H 2.2274 -7.3026 2.1405  0.387
H 2.9253 -4.9539 3.9546  0.209
H 1.1484 -5.7618 5.3400  0.310
H 0.6334 -6.9850 4.1954  0.411
H -1.5680 -4.2341 3.5901  0.151
H -0.9179 -4.5719 5.2364  0.329
H -1.4588 -5.8928 4.1552  0.367
H 4.2538 -6.9857 4.1369  0.262
H 2.8612 -7.8599 4.3316  0.298

Cartesian forces, eV/Å:
-0.12 0.08 -0.15
-0.11 0.15 0.11
0.58 0.37 0.29
-0.56 -1.08 -1.10
0.78 -0.02 -0.48
-0.64 -0.55 0.65
-0.10 0.69 -0.55
0.33 -0.02 -0.08
-0.47 -0.84 0.59
-0.10 -0.16 0.32
0.28 -0.17 -0.05
0.08 0.06 -0.23
0.07 -0.04 0.19
-0.31 -0.02 0.08
-0.23 0.57 0.15
0.14 0.18 0.45
-0.14 0.07 0.26
0.12 0.13 0.18
0.02 0.07 -0.32
0.20 -0.09 -0.01
0.01 -0.08 0.19
0.33 0.42 -0.21
0.20 0.22 0.00
-0.30 0.13 -0.21
-1.26 0.10 -0.87
0.32 -0.59 1.42
0.36 0.65 -0.75
-0.68 -0.20 -0.21
-0.10 0.81 0.51
0.45 -0.07 -0.59
-0.44 -0.20 -0.05
-0.06 0.19 -0.03
0.49 0.06 0.59
0.14 -0.01 0.04
-0.07 -0.09 0.09
0.47 0.28 -0.14
-0.02 -0.28 0.16
-0.11 0.07 0.03
0.36 -0.02 -0.04
0.08 -0.18 -0.01
0.43 -0.19 -0.27
-0.09 0.08 0.28
-0.15 -0.05 0.15
0.14 -0.27 0.20
0.40 0.14 -0.27
-0.35 0.32 -0.21
-0.50 -0.10 -0.07
0.20 -0.41 -0.21
-0.48 -0.01 -0.12
0.15 0.00 -0.05
-0.04 -0.52 -0.56
-0.71 1.72 1.28
0.38 -0.99 -0.95
-0.20 -0.27 0.67
0.05 0.01 0.26
-0.11 0.04 -0.21
-0.29 1.16 0.48
-0.06 -0.04 -0.06
0.06 -0.18 -0.06
0.46 -0.03 0.22
0.08 0.27 -0.18
0.04 0.03 0.33
0.16 -0.24 -0.62
0.18 -0.13 0.11
-0.03 0.11 0.34
0.45 0.12 -0.14
-0.11 0.35 -0.42
-0.15 -0.02 0.05
0.00 -0.32 -0.03
0.29 -0.59 0.21
-0.01 -0.29 -0.47
-0.05 -0.17 -0.09
-0.92 0.01 0.00
0.50 -0.32 0.01
0.53 -1.04 -0.50
-0.81 1.24 0.17
0.04 0.03 1.44
1.62 0.39 -0.02
0.46 -0.84 -0.82
-0.86 0.21 0.38
0.31 -0.18 -0.79
0.03 0.02 -0.19
-0.16 0.17 0.01
0.54 0.01 0.46
0.15 0.28 -0.12
-0.26 0.19 0.16
0.28 -0.02 -0.21
-0.08 -0.01 0.04
-0.31 -0.18 -0.81
-0.43 -0.22 -0.17
-0.44 -0.39 -0.06
-0.04 -0.02 -0.24
-0.44 0.78 0.46
0.40 -0.06 0.01
-0.32 -0.09 0.10
0.30 -0.01 0.71
0.70 0.09 0.24
-0.52 0.47 0.78
-0.47 -1.73 -0.42
0.25 1.08 -0.37
0.27 0.35 0.22
1.25 -0.53 -0.22
-1.27 -0.42 1.24
0.37 0.17 -0.39
-0.22 -1.23 -0.50
-0.38 0.01 0.03
-0.04 -0.10 -0.33
-0.05 -0.03 -0.25
0.75 0.25 -0.23
-0.11 -0.03 -0.09
-0.54 -0.16 0.01
0.14 0.16 0.55
-0.15 0.04 -0.28
0.08 0.05 0.05
-0.50 0.13 -0.16
0.18 0.02 0.08
0.06 0.20 -0.51
0.13 0.77 -0.14
0.37 -0.06 0.62
-0.29 0.49 -0.07
-1.09 -1.06 0.79
0.58 0.93 -0.27
-0.57 -0.10 0.83
1.28 -0.22 -0.81
-0.17 0.20 0.34
0.37 -0.49 0.28
-0.35 0.17 -0.12
-0.10 -0.47 0.15
0.13 0.27 -0.45
-0.20 -0.09 -0.16
0.06 0.72 -0.72
0.58 -0.31 0.13
0.11 0.03 -0.30
-0.08 0.12 0.07
-0.40 0.04 0.26
-0.09 -0.08 0.30
-0.15 0.18 -0.20
0.12 0.03 -0.17
-0.23 -0.31 -0.28
0.06 0.24 -0.07
0.23 0.14 -0.08
-0.01 0.26 0.00
0.09 0.19 -0.06
-0.16 -0.21 0.70
-0.08 -0.22 0.04
0.34 0.97 0.18
-0.13 -1.45 -0.18
-0.42 0.75 -0.28
0.10 0.26 0.87
-0.16 -0.78 -0.81
0.99 0.14 -0.74
-0.24 -0.14 0.35
0.33 0.37 -0.25
-0.17 -0.15 0.04
0.41 0.19 -0.11
-0.14 -0.11 -0.15
0.06 0.19 0.58
-0.59 0.29 -0.05
0.36 -0.47 -0.37
0.10 -0.04 -0.04
0.13 0.08 -0.21
0.09 -0.19 0.18
0.10 0.13 0.40
-0.17 0.83 0.31
-0.94 -0.39 0.38
-0.02 -0.11 0.18
-0.23 -0.18 -0.11
0.13 -0.06 -0.09
1.36 -0.35 -0.24
-0.62 0.19 -0.15
0.22 -0.25 -0.23
1.29 0.50 -0.19
-0.68 -0.41 0.57
1.41 -0.23 -0.15
-0.38 0.08 0.71
0.29 -0.03 -0.48
-0.19 0.02 0.12
0.02 0.66 0.15
-0.09 0.00 -0.24
-0.85 -0.10 0.53
-0.39 -0.10 0.08
-0.11 -0.07 0.06
-0.05 0.11 0.20
-0.40 -0.37 -0.28
-0.06 0.19 0.00
-0.29 0.30 -0.13
-0.57 0.16 0.07
0.35 -0.23 -0.13
-0.16 0.12 -0.41
-0.08 -0.10 0.24
0.00 -0.24 -0.24
0.00 0.18 0.16
0.58 0.01 0.15
0.76 0.80 0.05
-0.04 -0.26 -0.53
0.18 0.19 0.39
-1.03 0.26 -0.36
0.07 -0.32 0.25
-0.54 -0.19 -0.28
-0.16 -0.41 0.48
-0.05 0.35 -0.31
0.04 -0.04 0.00
-0.26 0.00 -0.09
-0.08 0.06 0.35
0.69 -0.21 -0.25
0.08 -0.06 0.24
-0.16 -0.15 -0.01
-0.02 0.02 0.13
-0.21 -0.04 -0.18
0.15 0.47 -0.75
-0.39 0.77 0.65
-0.23 -0.52 -0.51
-0.10 0.29 -0.21
0.60 -0.99 1.05
0.38 -0.82 -0.33
-0.06 -0.46 0.03
0.06 0.14 0.04
0.31 -0.10 0.38
0.08 0.05 0.31
-0.23 0.08 -0.05
0.01 -0.12 0.01
-0.41 0.58 -0.21
-0.14 -0.05 -0.33
0.14 0.30 -0.05
-0.14 -0.17 0.22
0.07 0.48 -0.23
-1.02 -0.56 0.79
-0.62 0.69 -0.17
0.17 -0.29 1.34
0.10 0.03 0.08
-0.39 -0.34 -0.85
0.17 -0.65 -0.87
0.07 0.06 0.38
0.57 0.08 -0.58
0.20 -0.19 0.05
0.16 0.14 0.02
-0.17 0.48 -0.80
0.52 0.09 -0.66
0.70 0.27 0.23
-0.30 -0.06 0.23
-0.15 0.29 0.49
0.22 0.19 -0.08
-0.14 -0.33 0.53
-1.03 0.44 -0.32
0.53 -1.56 0.54
0.15 -0.33 0.35
-0.12 0.60 -0.22
0.01 0.19 -0.21
0.61 0.78 -0.47
-0.05 0.14 0.32
0.07 0.05 -0.01
0.29 0.03 -0.17
-0.19 0.11 -0.02
-0.20 0.08 -0.10
0.17 -0.25 0.06
0.31 -0.34 -0.03
-0.08 -0.20 0.47
-0.13 -0.01 -0.23
-0.28 0.01 -0.16
-0.15 0.22 0.11
-1.05 0.74 0.15
0.27 -1.05 -0.39
-0.19 0.53 0.56
0.18 0.32 -0.48
0.02 -0.64 -0.21
-0.46 0.87 0.42
0.06 -0.22 0.04
0.09 0.06 0.04
0.31 -0.14 -0.24
0.14 -0.03 -0.01
0.10 -0.10 0.07
0.21 -0.17 -0.27
0.17 0.21 0.07
-0.06 0.07 0.00
-0.15 0.04 0.23
0.05 -0.24 0.01
0.30 -0.18 -0.04